1.
Molecular formula: C6H8N
Method: DFT, wB97M-V/def2-TZVPD

Calculated values
Orbital gap: 9.505 eV
LUMO: -5.26 eV
HOMO energy: -14.77 eV

The geometry in ORCA input format:
```
! wB97M-V def2-TZVPD RIJCOSX def2/J DEFGRID3
* xyz 1 1
C -2.025 -0.742 -0.173
C -0.661 -0.662 0.081
C -2.426 0.617 0.322
C 0.707 -0.992 0.123
C -1.030 0.653 -0.217
C 2.711 0.235 0.046
N 1.312 0.133 0.064
H -2.574 -1.400 -0.827
H -3.217 1.154 -0.196
H -2.513 0.702 1.400
H 1.132 -1.986 0.203
H -0.663 1.323 -0.973
H 2.996 0.860 -0.806
H 3.002 0.820 0.926
H 3.249 -0.717 0.025
*
```

***

2.
Molecular formula: C6H8N
Method: DFT, wB97M-V/def2-TZVPD

Calculated values
Orbital gap (spin up / spin down): 7.570 / 7.425 eV
LUMO (spin up / spin down): -6.16 / -6.23 eV
HOMO energy (spin up / spin down): -13.73 / -13.66 eV

The geometry in ORCA input format:
```
! wB97M-V def2-TZVPD RIJCOSX def2/J DEFGRID3
* xyz 1 1
C 0.405 1.268 0.106
C -0.818 0.856 -0.755
C -1.354 -0.396 0.063
C -0.432 -0.699 1.051
C 0.819 -0.091 0.525
C -0.495 -0.625 -1.307
N 0.879 -0.912 -0.669
H 1.039 1.849 -0.546
H 0.170 1.875 0.943
H -1.367 1.684 -1.165
H -2.327 -0.660 0.368
H -0.537 -1.450 1.834
H 1.556 -0.017 1.318
H 1.616 -0.822 -1.414
H 0.847 -1.861 -0.352
*
```

***

Most stable of them? 1.

***

1.
Molecular formula: C10H13N3
Method: DFT, wB97M-V/def2-TZVPD

Calculated values
Orbital gap (spin up / spin down): 5.443 / 6.222 eV
LUMO (spin up / spin down): 1.03 / -2.51 eV
HOMO energy (spin up / spin down): -4.41 / -8.73 eV

The geometry in ORCA input format:
```
! wB97M-V def2-TZVPD RIJCOSX def2/J DEFGRID3
* xyz 0 3
C 1.789 1.278 -1.618
C 0.635 1.560 -2.326
C 1.717 0.535 -0.457
C -0.602 1.108 -1.891
C -0.689 0.354 -0.718
C 0.482 0.078 -0.014
C 0.981 -2.399 2.579
C 0.801 -1.113 3.390
C -1.839 1.428 -2.674
C -2.015 -0.146 -0.232
N 0.350 -0.691 1.175
N 1.451 -1.568 1.445
N 1.281 -0.354 2.210
H 2.745 1.637 -1.971
H 0.695 2.143 -3.235
H 2.601 0.301 0.115
H 1.784 -3.049 2.920
H 0.086 -2.976 2.349
H -0.213 -0.848 3.687
H 1.493 -0.990 4.219
H -2.346 0.515 -2.984
H -2.537 2.004 -2.069
H -1.593 2.005 -3.562
H -2.476 -0.790 -0.980
H -1.889 -0.710 0.687
H -2.691 0.687 -0.046
*
```

***

2.
Molecular formula: C10H13N3
Method: DFT, wB97M-V/def2-TZVPD

Calculated values
Orbital gap (spin up / spin down): 5.667 / 8.108 eV
LUMO (spin up / spin down): 0.66 / -1.67 eV
HOMO energy (spin up / spin down): -5.00 / -9.78 eV

The geometry in ORCA input format:
```
! wB97M-V def2-TZVPD RIJCOSX def2/J DEFGRID3
* xyz 0 3
C 2.708 -0.261 -1.053
C 2.963 1.355 0.779
C -1.489 2.115 0.952
C -1.396 1.234 -0.053
C 1.069 1.612 -0.817
C 0.967 -0.187 0.655
C 2.054 0.602 -0.116
C -0.166 0.778 -0.744
C -0.454 -0.077 -1.880
C 0.159 -2.492 1.125
N 3.346 -0.868 -1.760
N 3.721 1.886 1.445
N 1.162 -1.535 0.716
H -2.458 2.311 1.395
H -0.664 2.642 1.304
H -2.336 0.953 -0.672
H 0.826 2.360 -0.037
H 1.426 2.045 -1.694
H 0.557 0.258 1.598
H 0.369 -0.855 -2.270
H -0.840 0.563 -2.651
H -1.322 -0.857 -1.557
H 0.548 -3.439 1.655
H -0.452 -2.005 1.977
H -0.288 -2.886 0.296
H 1.757 -2.030 0.027
*
```

***

Most stable of them? 2.

***

1.
Molecular formula: C4H12N3
Method: DFT, wB97M-V/def2-TZVPD

Calculated values
Orbital gap: 8.771 eV
LUMO: -3.61 eV
SMILES string: NCC/C(N)=C/[NH3+]
HOMO energy: -12.38 eV

The geometry in ORCA input format:
```
! wB97M-V def2-TZVPD RIJCOSX def2/J DEFGRID3
* xyz 1 1
C -0.139 -0.428 -1.806
C 0.172 0.762 -0.833
C 0.307 0.296 0.594
C -0.720 -0.242 1.257
N -0.538 -0.905 2.549
N 1.543 0.497 1.223
N -0.650 0.233 -3.031
H -0.933 -1.102 -1.464
H 0.739 -1.052 -1.904
H -0.592 1.531 -1.010
H 0.992 1.327 -1.264
H -1.682 -0.366 0.788
H 0.292 -0.555 3.015
H -1.368 -0.816 3.139
H -0.367 -1.911 2.450
H 1.475 1.010 2.089
H 2.311 0.710 0.618
H 0.105 0.426 -3.672
H -1.402 -0.277 -3.467
*
```

***

2.
Molecular formula: C4H12N3
Method: DFT, wB97M-V/def2-TZVPD

Calculated values
Orbital gap: 8.854 eV
LUMO: -3.59 eV
SMILES string: NCC/C(N)=C/[NH3+]
HOMO energy: -12.44 eV

The geometry in ORCA input format:
```
! wB97M-V def2-TZVPD RIJCOSX def2/J DEFGRID3
* xyz 1 1
C 0.334 1.338 -1.055
C 0.967 0.465 -0.133
C 0.137 -0.738 0.263
C -1.070 -0.338 0.724
N -1.839 -1.463 1.434
N 0.608 -2.071 0.088
N 1.424 2.316 -1.574
H -0.425 1.991 -0.518
H -0.249 0.862 -1.950
H 1.291 1.048 0.702
H 1.838 -0.007 -0.521
H -1.574 0.679 0.750
H -2.492 -1.904 0.808
H -1.140 -2.120 1.627
H -2.455 -1.068 2.206
H 0.645 -2.459 -0.844
H 1.286 -2.360 0.898
H 1.870 2.804 -0.744
H 0.843 3.026 -2.160
*
```

***

Most stable of them? 1.

***

1.
Molecular formula: C4H12N3
Method: DFT, wB97M-V/def2-TZVPD

Calculated values
Orbital gap: 9.566 eV
LUMO: -4.48 eV
SMILES string: CC/N=[N+](\C)CN
HOMO energy: -14.05 eV

The geometry in ORCA input format:
```
! wB97M-V def2-TZVPD RIJCOSX def2/J DEFGRID3
* xyz 1 1
C -1.986 -0.280 0.058
C 2.576 -0.957 0.221
C -0.961 1.942 0.066
C 1.713 0.249 -0.173
N -1.651 -1.596 -0.114
N -0.654 0.573 -0.005
N 0.342 -0.138 -0.137
H -2.697 0.178 -0.571
H -2.371 -0.089 1.066
H 2.200 -1.828 -0.341
H 3.566 -0.738 -0.072
H 2.510 -1.274 1.291
H -1.957 2.077 0.507
H -0.239 2.633 0.563
H -1.162 2.199 -0.973
H 1.672 0.172 -1.299
H 2.151 1.167 0.136
H -1.351 -2.153 0.668
H -1.700 -2.136 -0.890
*
```

***

2.
Molecular formula: C4H12N3
Method: DFT, wB97M-V/def2-TZVPD

Calculated values
Orbital gap: 8.867 eV
LUMO: -3.74 eV
SMILES string: [H]/N=C\NCCC[NH3+]
HOMO energy: -12.60 eV

The geometry in ORCA input format:
```
! wB97M-V def2-TZVPD RIJCOSX def2/J DEFGRID3
* xyz 1 1
C -0.641 -1.083 1.266
C -0.436 -1.102 -0.304
C -1.260 0.161 -0.769
N 1.923 2.107 -1.080
C 0.653 1.802 -0.752
N -0.408 1.171 -1.368
N 0.863 -0.916 1.685
H -1.052 -2.119 1.556
H -1.281 -0.275 1.579
H 0.604 -1.037 -0.750
H -0.896 -1.943 -0.840
H -2.064 0.053 -1.410
H -1.986 0.576 0.049
H 2.315 1.871 -2.003
H 0.316 2.247 0.192
H -0.227 1.069 -2.347
H 1.373 -0.546 0.882
H 0.976 -0.213 2.525
H 1.229 -1.824 1.888
*
```

***

Most stable of them? 2.

***

1.
Molecular formula: C6H15N2O
Method: DFT, wB97M-V/def2-TZVPD

Calculated values
Orbital gap: 11.781 eV
LUMO: -2.53 eV
HOMO energy: -14.31 eV

The geometry in ORCA input format:
```
! wB97M-V def2-TZVPD RIJCOSX def2/J DEFGRID3
* xyz 1 1
C 1.543 2.279 0.998
C 1.649 1.984 -0.477
C 0.825 1.011 1.465
C 0.121 1.601 -0.724
C -1.067 -2.509 -1.514
C -1.421 -2.462 -0.033
N -2.068 -3.519 0.526
N -0.340 0.984 0.603
O -1.033 -1.476 0.584
H 2.575 2.566 1.402
H 0.968 3.186 1.248
H 1.729 2.759 -1.234
H 2.179 1.142 -0.724
H 1.295 0.083 1.311
H 0.520 1.060 2.607
H -0.328 2.678 -0.967
H -0.048 -2.251 -1.430
H -1.573 -1.749 -1.948
H -1.496 -3.390 -1.917
H -1.949 -4.344 0.006
H -2.015 -3.464 1.540
H -0.538 -0.090 0.589
H -1.065 1.587 0.917
H 0.112 1.042 -1.625
*
```

***

2.
Molecular formula: C6H15N2O
Method: DFT, wB97M-V/def2-TZVPD

Calculated values
Orbital gap: 9.923 eV
LUMO: -4.33 eV
HOMO energy: -14.26 eV

The geometry in ORCA input format:
```
! wB97M-V def2-TZVPD RIJCOSX def2/J DEFGRID3
* xyz 1 1
C -2.501 0.022 0.347
C 0.985 -1.761 0.478
C 2.096 -0.134 -1.395
C 0.569 2.015 -0.464
C 0.982 -0.524 -0.433
C 0.553 0.730 0.264
N -1.985 -0.656 -0.548
N 0.154 0.660 1.548
O -3.712 -0.445 0.861
H 1.071 -2.551 -0.336
H 1.688 -1.850 1.303
H -0.083 -1.804 0.826
H 3.020 0.169 -0.952
H 1.794 0.431 -2.249
H 2.497 -1.090 -1.927
H 1.530 2.460 -0.475
H -0.219 2.598 0.045
H 0.202 1.929 -1.555
H -2.213 1.013 0.759
H 0.313 -0.795 -1.166
H -2.597 -1.411 -0.640
H -4.239 -0.150 1.598
H -0.230 1.362 2.167
H 0.327 -0.218 1.942
*
```

***

3.
Molecular formula: C6H15N2O
Method: DFT, wB97M-V/def2-TZVPD

Calculated values
Orbital gap (spin up / spin down): 9.115 / 9.114 eV
LUMO (spin up / spin down): -3.87 / -3.87 eV
HOMO energy (spin up / spin down): -12.99 / -12.99 eV

The geometry in ORCA input format:
```
! wB97M-V def2-TZVPD RIJCOSX def2/J DEFGRID3
* xyz 1 1
C 0.656 -1.631 -0.369
C 2.006 1.808 0.323
C 3.070 -0.989 -0.058
C -1.081 1.172 -0.657
C -3.904 -0.565 0.593
C 1.643 -0.540 -0.092
N -2.247 0.916 -0.132
N 1.221 0.641 0.066
O -2.874 -0.281 -0.343
H 1.021 -2.580 0.020
H -0.315 -1.412 0.067
H 0.538 -1.746 -1.449
H 1.429 2.477 0.960
H 2.214 2.319 -0.619
H 2.954 1.591 0.818
H 3.775 -0.166 -0.019
H 3.222 -1.630 0.810
H 3.272 -1.588 -0.945
H -0.680 2.163 -0.543
H -2.709 1.531 0.536
H -0.707 0.505 -1.411
H -4.277 -1.548 0.305
H -4.717 0.163 0.524
H -3.511 -0.611 1.614
*
```

***

Most stable of them? 1.

***

1.
Molecular formula: C2H7N2
Method: DFT, wB97M-V/def2-TZVPD

Calculated values
Orbital gap: 12.129 eV
LUMO: -3.32 eV
SMILES string: N[C@H]1C[NH2+]1
HOMO energy: -15.45 eV

The geometry in ORCA input format:
```
! wB97M-V def2-TZVPD RIJCOSX def2/J DEFGRID3
* xyz 1 1
C -0.824 0.742 -0.108
C 0.316 -0.025 0.435
N 1.455 -0.279 -0.299
N -0.803 -0.749 -0.129
H -1.448 1.121 0.662
H -0.986 1.262 -1.058
H 0.296 0.151 1.700
H 2.285 -0.709 0.139
H 1.854 0.649 -0.669
H -1.554 -1.073 0.408
H -0.589 -1.089 -1.080
*
```

***

2.
Molecular formula: C2H7N2
Method: DFT, wB97M-V/def2-TZVPD

Calculated values
Orbital gap: 9.546 eV
LUMO: -3.69 eV
SMILES string: N/C=C/[NH3+]
HOMO energy: -13.24 eV

The geometry in ORCA input format:
```
! wB97M-V def2-TZVPD RIJCOSX def2/J DEFGRID3
* xyz 1 1
C -0.016 -0.150 -0.813
C -0.172 0.262 0.447
N 0.725 -0.171 1.523
N -0.792 0.239 -1.837
H 0.783 -0.820 -1.089
H -1.026 0.882 0.703
H 0.275 0.001 2.420
H 0.896 -1.180 1.533
H 1.633 0.298 1.536
H -1.557 0.883 -1.704
H -0.749 -0.244 -2.718
*
```

***

Most stable of them? 2.